[1]
H6KO3 | ωB97M-V with the def2-TZVPD basis set

Geometry as XYZ:
```
10
Properties=species:S:1:pos:R:3:forces:R:3:nbo_charge:R:1
K 8.0228 33.2358 11.0954 -0.2475 -0.0193 -0.3013 0.99
O 7.9851 30.3940 11.5740 0.3716 0.3889 -0.8043 -0.98
H 8.1906 30.2443 12.4890 0.1117 -0.3232 0.7956 0.48
H 8.7263 29.9887 11.0984 -0.3017 -0.0986 0.0382 0.50
O 6.1840 33.0556 8.9888 0.0044 -1.1107 1.6398 -0.99
H 6.2165 33.5916 8.2263 -0.1971 0.8401 -1.4910 0.49
H 5.3268 32.5988 9.0037 0.3867 0.3824 -0.1096 0.50
O 5.6537 32.1486 11.8103 0.2854 0.4597 0.4651 -0.96
H 5.7520 31.2543 11.4988 -0.0184 -0.7119 -0.5472 0.49
H 5.8772 32.0343 12.7395 -0.3951 0.1925 0.3147 0.47
```
Positions in Å, forces in eV/Å.

orbital gap = 11.97 eV
energy relative to the best compared isomer or geometry (same formula, charge and spin) = 30.64 kJ/mol
charge = +1
lowest unoccupied orbital energy = -3.775 eV
energy = -829.0825 Eh
molecular weight = 93.143 g mol⁻¹
multiplicity = 1


[2]
H6N2 | ωB97M-V with the def2-TZVPD basis set

Geometry as XYZ:
```
8
Properties=species:S:1:pos:R:3:forces:R:3:nbo_charge:R:1
N 3.2469 -4.7702 -0.6379 -0.3593 -0.2680 -0.1795 -1.07
H 3.5892 -4.1748 0.1039 -0.0169 -0.0506 0.0971 0.36
H 2.2369 -4.6614 -0.6862 0.1744 0.1857 0.0104 0.35
H 3.3870 -5.7387 -0.3684 0.2018 0.1328 0.0720 0.35
N -2.9235 5.0615 0.3558 -0.0525 -0.4331 0.0788 -1.06
H -2.7113 4.4938 1.1768 -0.0437 0.2364 -0.1392 0.35
H -3.8774 5.3895 0.4744 0.0798 0.0056 0.0082 0.35
H -2.9479 4.4002 -0.4184 0.0164 0.1912 0.0523 0.35
```
Positions in Å, forces in eV/Å.

orbital gap = 11.50 eV
energy relative to the best compared isomer or geometry (same formula, charge and spin) = 10.64 kJ/mol
lowest unoccupied orbital energy = 1.319 eV
energy = -113.1002 Eh
molecular weight = 34.062 g mol⁻¹
multiplicity = 1
SMILES = N.N


[3]
H6N2 | ωB97M-V with the def2-TZVPD basis set

Geometry as XYZ:
```
8
Properties=species:S:1:pos:R:3:forces:R:3:nbo_charge:R:1
N 0.5793 2.5197 -5.4149 2.3940 1.3478 1.4984 -1.08
H 1.0073 1.6139 -5.4912 -0.2326 -0.4062 -0.1415 0.36
H 1.0208 2.9463 -4.5395 -1.2044 -0.7044 -1.6813 0.36
H -0.4032 2.4661 -5.3261 -0.9570 -0.2372 0.3243 0.36
N -0.6164 -2.5756 5.3491 5.7495 -1.6657 -3.4710 -1.05
H 0.4584 -2.3247 5.4276 -2.8266 -0.8087 0.4598 0.35
H -1.0852 -2.0808 5.9937 -2.0816 2.4783 2.5606 0.35
H -0.7383 -2.2292 4.3957 -0.8413 -0.0039 0.4508 0.36
```
Positions in Å, forces in eV/Å.

orbital gap = 11.32 eV
energy relative to the best compared isomer or geometry (same formula, charge and spin) = 56.72 kJ/mol
lowest unoccupied orbital energy = 1.281 eV
energy = -113.0826 Eh
molecular weight = 34.062 g mol⁻¹
multiplicity = 1
SMILES = N.N


[4]
H6N2 | ωB97M-V with the def2-TZVPD basis set

Geometry as XYZ:
```
8
Properties=species:S:1:pos:R:3:forces:R:3:nbo_charge:R:1
N -0.7795 -1.7663 -0.4345 0.4166 0.2432 0.1460 -1.07
H -0.1721 -2.4062 0.0874 -0.2714 0.3377 -0.2576 0.36
H -0.9559 -0.9604 0.1738 0.0897 -0.4023 -0.2934 0.35
H -0.2354 -1.4237 -1.2327 -0.2444 -0.1874 0.3953 0.36
N 0.8180 1.6564 0.4012 -0.5018 -0.0437 -0.0941 -1.07
H 0.3958 2.5807 0.2671 0.1828 -0.4629 0.0643 0.36
H 0.3189 1.2107 1.1777 0.2382 0.2348 -0.3767 0.35
H 0.6102 1.1089 -0.4400 0.0904 0.2806 0.4163 0.35
```
Positions in Å, forces in eV/Å.

orbital gap = 11.13 eV
energy relative to the best compared isomer or geometry (same formula, charge and spin) = 10.78 kJ/mol
lowest unoccupied orbital energy = 0.868 eV
energy = -113.1001 Eh
molecular weight = 34.062 g mol⁻¹
multiplicity = 1
SMILES = N.N